# 1
The following is a DFT calculation (ωB97M-V/def2-TZVPD) of a 2-piece molecular cluster, C5H12 overall.

Last column: Löwdin charge in e.
Atoms and positions in Å:
C -0.248 2.455 -1.373  -0.168
C 0.431 1.116 -1.615  -0.171
H 0.445 3.270 -1.566  0.062
H -0.764 2.447 -0.416  0.055
H -1.119 2.618 -2.016  0.061
H 1.228 0.920 -0.899  0.051
H -0.278 0.321 -1.435  0.043
H 0.829 1.032 -2.624  0.065
C 1.081 -1.245 1.504  -0.118
C -0.339 -0.906 1.180  -0.255
C -1.130 -1.845 0.695  -0.028
H 1.620 -1.960 0.897  0.077
H 1.625 -0.325 1.213  0.064
H 1.319 -1.251 2.549  0.061
H -0.718 0.075 1.405  0.092
H -2.038 -1.687 0.118  0.050
H -0.931 -2.907 0.811  0.058

The highest occupied orbital energy comes out at -9.35 eV. Its structure (SMILES) is C=CC.CC. As for the multiplicity: 1. Its relative energy (zero: lowest compared OMol25 entry of this formula, charge and spin) is 42.5 kcal/mol. As for the HOMO-LUMO gap: 10.5 eV. As for the total energy: -197.6413 Eh.

***

# 2
The following is a DFT calculation (ωB97M-V/def2-TZVPD) of a 2-piece molecular cluster, C5H12 overall.

Last column: Löwdin spin population.
Atoms and positions in Å:
C -1.455 1.215 2.140  0.008
C -0.373 0.927 1.092  0.033
H -1.211 0.765 3.093  0.000
H -2.411 0.825 1.806  0.000
H -1.529 2.280 2.313  0.003
H -0.173 -0.152 1.068  0.015
H -0.746 1.418 0.196  0.000
H 0.558 1.367 1.436  0.002
C 1.694 -0.342 -1.930  0.063
C 0.949 -1.428 -1.289  0.343
C -0.432 -1.463 -1.057  0.452
H 1.040 0.497 -2.128  0.000
H 2.487 -0.049 -1.237  0.015
H 2.096 -0.681 -2.887  0.028
H 1.532 -2.252 -0.912  0.010
H -0.854 -2.206 -0.383  0.014
H -1.171 -0.719 -1.321  0.013

The highest occupied orbital energy (alpha / beta) comes out at -15.51 / -15.54 eV. Its expectation value of S² is 0.7523. As for the multiplicity: 2. The total charge is +1. Its relative energy (zero: lowest compared OMol25 entry of this formula, charge and spin) is 0.0 kcal/mol. As for the HOMO-LUMO gap (alpha / beta): 10.2 / 6.5 eV. As for the total energy: -197.3154 Eh.

***

# 3
The following is a DFT calculation (ωB97M-V/def2-TZVPD) of C5H12Br3PSi in the gas phase.

Last column: Löwdin charge in e.
Atoms and positions in Å:
C 0.254 1.595 -0.964  -0.200
C -1.999 -0.503 -0.612  -0.206
C -0.511 0.450 1.859  -0.219
C 2.415 -1.138 -0.122  -0.761
C 0.953 -1.463 -0.329  -0.741
Si -0.299 -0.016 0.041  0.477
P 0.717 -2.120 -2.104  0.212
Br 2.849 -0.864 1.783  0.632
Br 1.943 -3.942 -1.871  0.262
Br 2.190 -0.839 -3.221  0.277
H 1.253 2.032 -0.573  0.051
H 0.534 1.317 -1.959  -0.050
H -0.503 2.447 -0.988  0.047
H -2.037 -1.547 -0.600  -0.019
H -2.905 -0.261 -0.016  0.041
H -2.124 0.012 -1.645  0.072
H -0.847 -0.638 2.200  0.065
H 0.426 0.745 2.360  -0.012
H -1.414 1.037 2.180  0.042
H 3.139 -1.896 -0.369  -0.009
H 2.709 -0.248 -0.767  0.021
H 0.533 -2.292 0.143  0.019

The highest occupied orbital energy comes out at -9.54 eV. Its structure (SMILES) is C[Si](C)(C)[C@H](CBr)P(Br)Br. As for the multiplicity: 1. Its relative energy (zero: lowest compared OMol25 entry of this formula, charge and spin) is 0.0 kcal/mol. As for the HOMO-LUMO gap: 9.5 eV. As for the total energy: -8550.6455 Eh.

***

# 4
The following is a DFT calculation (ωB97M-V/def2-TZVPD) of C5H12CaO3 as an isolated structure.

Last column: Löwdin spin population.
Atoms and positions in Å:
H 0.196 2.285 2.134  0.003
C 6.455 1.231 2.168  0.000
O 5.940 2.399 1.612  0.000
C 5.529 0.042 1.917  0.000
O 4.209 0.481 2.276  0.000
C 3.119 -0.322 1.849  0.000
C 1.872 0.506 2.049  0.001
O 2.111 1.801 1.485  0.008
C 0.931 2.588 1.332  0.076
Ca 4.081 2.512 1.692  0.007
H 6.598 1.332 3.263  0.000
H 7.441 0.969 1.741  0.000
H 5.799 -0.839 2.517  0.000
H 5.522 -0.228 0.848  0.000
H 3.061 -1.247 2.441  0.000
H 3.249 -0.581 0.786  0.000
H 1.633 0.627 3.116  0.000
H 1.021 0.034 1.539  0.000
H 0.359 4.426 -0.458  0.825
H 0.463 2.351 0.366  0.043
H 1.169 3.641 1.527  0.038

The highest occupied orbital energy (alpha / beta) comes out at -12.86 / -12.86 eV. Its expectation value of S² is 0.7501. As for the multiplicity: 2. The total charge is +1. Its relative energy (zero: lowest compared OMol25 entry of this formula, charge and spin) is 28.8 kcal/mol. As for the HOMO-LUMO gap (alpha / beta): 9.1 / 9.0 eV. As for the total energy: -1100.6979 Eh.

***

# 5
The following is a DFT calculation (ωB97M-V/def2-TZVPD) of C5H12Cl5F3InKMgNNaO6 as an isolated structure.

Last column: Löwdin charge in e.
Atoms and positions in Å:
O -2.179 -2.108 0.803  -0.279
C -1.959 -2.422 -0.504  -0.159
F -1.507 -3.802 -0.829  0.008
N -2.251 -1.329 -1.508  0.052
C -1.020 -0.878 -2.265  -0.432
O -0.245 -1.818 -2.845  -0.170
In -0.638 1.354 -2.390  0.588
C 0.822 2.161 -0.859  -0.285
O 1.728 3.208 -1.435  -0.353
O 1.602 3.225 -2.747  -0.210
H -3.046 -1.584 -2.144  0.149
H -2.239 2.190 -2.091  -0.026
H -0.087 1.698 -4.095  -0.014
H 1.505 1.333 -0.340  -0.038
H 0.244 2.722 0.022  0.081
H 2.205 2.476 -3.093  0.122
K 1.780 -0.616 -1.001  0.763
F 4.290 1.653 0.623  -0.732
C 6.404 3.752 -1.466  -1.016
Cl 4.662 3.454 -1.453  0.576
Cl 7.287 2.333 -2.043  0.482
H 6.616 4.596 -2.127  0.020
H 6.733 3.987 -0.451  0.031
Mg -1.102 -1.135 2.384  1.110
C -2.480 -5.322 3.817  -1.509
Cl -3.753 -4.337 4.559  0.560
Cl -2.940 -7.033 3.816  0.549
Cl -2.145 -4.766 2.168  0.567
H -1.569 -5.210 4.410  0.025
O -2.281 2.077 0.328  -0.319
H -3.054 1.931 0.842  -0.112
Na -1.551 4.350 -2.770  0.654
O -2.197 -1.771 6.174  -0.098
H -2.524 -1.247 6.921  0.048
H -2.965 -2.294 5.901  -0.038
F -2.141 -0.829 -4.317  -0.596

The highest occupied orbital energy comes out at -7.25 eV. As for the multiplicity: 1. As for the HOMO-LUMO gap: 2.3 eV. As for the total energy: -4456.2900 Eh.

***

# 6
The following is a DFT calculation (ωB97M-V/def2-TZVPD) of C5H12CuO7 as an isolated structure.

Last column: Löwdin charge in e.
Atoms and positions in Å:
Cu 0.655 -12.268 19.687  0.468
C -0.569 -14.591 19.660  -0.965
O 0.053 -14.134 20.738  -0.215
O -1.044 -15.765 19.661  -0.141
O -0.665 -13.812 18.620  -0.199
C 3.082 -7.921 18.902  -0.231
C 1.820 -8.674 19.288  -0.212
O 2.047 -10.081 19.307  -0.105
O 3.196 -7.644 17.505  -0.079
H 3.962 -8.463 19.271  0.121
H 3.247 -6.920 19.311  0.117
H 0.906 -8.435 18.743  0.126
H 1.593 -8.465 20.338  0.121
H 2.379 -10.365 18.439  0.051
H 3.330 -8.452 16.998  0.060
C 3.453 -13.018 18.344  -0.228
C 4.032 -12.296 17.127  -0.223
O 3.386 -11.050 16.845  -0.071
O 2.132 -13.510 18.190  -0.070
H 3.357 -12.337 19.190  0.115
H 4.173 -13.831 18.488  0.124
H 4.024 -12.935 16.240  0.121
H 5.100 -12.211 17.371  0.113
H 3.509 -10.922 15.900  0.093
H 2.127 -14.335 17.696  0.112

The highest occupied orbital energy comes out at -2.28 eV. As for the multiplicity: 1. The total charge is -1. Its relative energy (zero: lowest compared OMol25 entry of this formula, charge and spin) is 0.0 kcal/mol. As for the HOMO-LUMO gap: 4.4 eV. As for the total energy: -2364.8457 Eh.

***

# 7
The following is a DFT calculation (ωB97M-V/def2-TZVPD) of a 2-piece molecular cluster, C5H12FN overall.

Last column: Löwdin charge in e.
Atoms and positions in Å:
C 1.653 1.425 -0.172  -0.148
C 1.798 -1.147 -0.231  -0.133
C -2.036 -1.278 0.451  -0.049
C 1.498 0.143 -0.895  -0.201
C -1.795 0.081 -0.072  -0.429
N -1.798 1.217 0.732  0.102
F -2.252 0.338 -1.333  0.010
H 1.600 1.269 0.906  0.067
H 2.619 1.900 -0.385  0.074
H 0.882 2.146 -0.461  0.057
H 2.165 -1.886 -0.941  0.068
H 2.538 -1.017 0.561  0.073
H 0.909 -1.588 0.246  0.047
H -1.099 -1.733 0.801  0.054
H -2.429 -1.898 -0.351  0.082
H -2.739 -1.281 1.287  0.076
H 1.285 0.159 -1.949  0.080
H -1.536 2.053 0.225  0.082
H -1.264 1.099 1.581  0.088

The highest occupied orbital energy (alpha / beta) comes out at -7.23 / -6.33 eV. As for the multiplicity: 1. Its relative energy (zero: lowest compared OMol25 entry of this formula, charge and spin) is 48.7 kcal/mol. As for the HOMO-LUMO gap (alpha / beta): 8.2 / 7.3 eV. As for the total energy: -352.2044 Eh.

***

# 8
The following is a DFT calculation (ωB97M-V/def2-TZVPD) of a 2-piece molecular cluster, C5H12FO4Si overall.

Last column: Löwdin charge in e.
Atoms and positions in Å:
O 1.539 0.545 2.084  -0.057
O 2.101 0.995 0.846  -0.221
C 1.130 1.813 0.195  -0.338
Si -0.466 0.888 -0.278  0.738
C -1.909 1.196 0.918  -0.311
C -1.943 2.542 1.610  -0.293
F -1.000 2.598 2.640  -0.082
H 1.284 -0.363 1.840  0.092
H 0.947 2.736 0.762  0.070
H 1.647 2.103 -0.727  0.077
H -0.899 1.450 -1.588  -0.034
H -0.193 -0.550 -0.404  -0.024
H -1.962 0.408 1.675  0.076
H -2.826 1.116 0.320  0.068
H -2.915 2.745 2.072  0.102
H -1.708 3.365 0.926  0.103
C 1.418 -3.773 -2.187  -0.062
C 0.485 -2.825 -1.398  -0.809
O -0.422 -2.252 -2.044  -0.120
O 0.733 -2.719 -0.171  -0.127
H 1.143 -3.812 -3.241  0.047
H 2.451 -3.430 -2.092  0.053
H 1.364 -4.776 -1.758  0.052

The highest occupied orbital energy comes out at -4.27 eV. As for the multiplicity: 1. The total charge is -1. As for the HOMO-LUMO gap: 7.6 eV. As for the total energy: -887.9778 Eh.